156
Properties=species:S:1:pos:R:3 method="wB97M-V/def2-TZVPD" e_homo_ev=-9.062 spin_multiplicity=1 charge=0 e_lumo_ev=-0.989
C -6.412 -3.814 1.458
O -6.213 -2.644 2.216
C -7.409 -1.927 2.443
C -7.413 -1.256 3.816
C -6.035 -0.780 4.290
C -5.882 0.743 4.177
C -4.459 1.179 4.546
C -3.514 1.216 3.334
C -2.512 0.055 3.355
C -1.902 -0.261 2.006
C -1.758 -1.569 1.630
C -1.229 -1.945 0.360
P -1.147 -3.732 -0.035
O -2.700 -3.992 -0.492
Cl -0.962 -4.686 1.814
C -0.808 -1.036 -0.588
C -0.250 -1.528 -1.911
C -0.014 -0.495 -3.018
C -1.264 0.073 -3.634
N -2.339 -0.824 -3.782
O -1.349 1.218 -3.985
C -0.941 0.337 -0.209
N -0.619 1.398 -0.972
S -0.999 2.688 -0.132
N -1.559 2.050 1.214
C -1.488 0.717 1.057
H -5.471 -4.354 1.407
H -6.734 -3.579 0.440
H -7.160 -4.459 1.922
H -7.566 -1.179 1.660
H -8.260 -2.611 2.391
H -8.069 -0.387 3.787
H -7.871 -1.933 4.533
H -5.232 -1.224 3.707
H -5.893 -1.081 5.326
H -6.622 1.221 4.814
H -6.059 0.989 3.131
H -4.058 0.545 5.337
H -4.517 2.184 4.964
H -4.095 1.186 2.415
H -2.977 2.157 3.340
H -3.076 -0.835 3.626
H -1.740 0.224 4.102
H -2.058 -2.361 2.299
H -3.244 -3.245 -0.203
H 0.674 -2.081 -1.769
H -0.955 -2.253 -2.307
H 0.611 0.327 -2.704
H 0.524 -0.991 -3.829
H -2.070 -1.548 -4.442
H -3.130 -0.312 -4.153
C -5.495 -10.335 -2.741
C -4.846 -10.593 -1.398
O -3.528 -10.032 -1.334
C -3.476 -8.721 -1.098
O -4.419 -7.996 -0.912
O -2.196 -8.355 -1.087
C -1.983 -6.953 -0.888
H -4.851 -10.685 -3.548
H -6.453 -10.852 -2.805
H -5.668 -9.270 -2.892
H -4.714 -11.663 -1.243
H -5.455 -10.212 -0.579
H -2.503 -6.600 -0.003
H -2.311 -6.397 -1.764
H -0.913 -6.816 -0.756
C 0.787 4.139 -4.363
C 1.434 3.850 -3.028
O 2.744 4.434 -2.934
C 2.768 5.733 -2.649
O 1.814 6.436 -2.438
O 4.044 6.127 -2.626
C 4.222 7.522 -2.380
H 1.442 3.828 -5.178
H -0.159 3.604 -4.446
H 0.596 5.206 -4.482
H 1.578 2.777 -2.912
H 0.812 4.191 -2.201
H 3.698 7.834 -1.480
H 3.879 8.106 -3.234
H 5.287 7.685 -2.244
C -1.003 -9.274 2.379
C -0.391 -8.034 2.994
O -0.332 -8.134 4.428
C 0.672 -8.859 4.907
O 1.527 -9.405 4.256
O 0.575 -8.884 6.236
C 1.567 -9.681 6.885
H -1.975 -9.480 2.830
H -1.131 -9.145 1.305
H -0.370 -10.146 2.547
H -1.013 -7.167 2.784
H 0.600 -7.834 2.587
H 2.567 -9.395 6.568
H 1.396 -10.737 6.679
H 1.461 -9.500 7.951
C 7.173 6.861 -0.200
C 8.249 7.334 -1.153
O 8.570 8.716 -0.938
C 9.383 8.968 0.088
O 9.878 8.153 0.820
O 9.551 10.289 0.160
C 10.363 10.720 1.256
H 6.302 7.513 -0.257
H 6.868 5.843 -0.445
H 7.525 6.875 0.831
H 7.893 7.276 -2.181
H 9.147 6.722 -1.081
H 11.317 10.199 1.263
H 9.840 10.559 2.197
H 10.533 11.783 1.115
C -4.920 2.663 -0.110
C -4.663 4.079 0.363
O -5.723 4.955 -0.045
C -6.821 4.901 0.707
O -6.982 4.216 1.683
O -7.715 5.746 0.194
C -8.972 5.757 0.874
H -5.097 2.648 -1.186
H -4.067 2.023 0.116
H -5.802 2.242 0.373
H -3.759 4.469 -0.102
H -4.525 4.125 1.443
H -8.838 5.922 1.940
H -9.501 4.821 0.703
H -9.545 6.578 0.451
C 4.642 -8.072 2.796
C 4.232 -9.493 2.478
O 3.973 -9.660 1.072
C 5.047 -9.806 0.304
O 6.193 -9.836 0.672
O 4.637 -9.925 -0.963
C 5.697 -10.040 -1.913
H 3.898 -7.369 2.419
H 4.738 -7.939 3.873
H 5.597 -7.824 2.331
H 3.298 -9.729 2.981
H 4.984 -10.209 2.808
H 6.381 -10.841 -1.640
H 6.237 -9.098 -1.992
H 5.233 -10.271 -2.867
C 4.305 12.222 -6.958
C 4.962 13.325 -6.156
O 5.101 12.962 -4.775
C 6.128 12.159 -4.497
O 6.939 11.747 -5.285
O 6.105 11.896 -3.192
C 7.127 10.997 -2.751
H 3.356 11.934 -6.502
H 4.119 12.554 -7.979
H 4.938 11.336 -6.993
H 4.338 14.217 -6.160
H 5.932 13.597 -6.571
H 8.112 11.336 -3.065
H 6.935 9.996 -3.135
H 7.088 10.977 -1.667


150
Properties=species:S:1:pos:R:3 method="wB97M-V/def2-TZVPD" e_homo_ev=-8.069 spin_multiplicity=1 charge=0 e_lumo_ev=-0.620 de_lowest_kj_mol=1058.6
C -0.998 0.346 4.048
C -1.269 -0.881 3.002
C -0.473 -2.212 3.404
O -0.424 -3.239 2.372
C -1.612 -3.225 1.558
C -2.996 -3.621 2.176
C -3.144 -4.102 3.720
C -4.428 -5.110 3.814
O -4.133 -6.214 2.922
Si -5.555 -6.961 2.260
C -5.408 -8.897 2.374
C -5.596 -6.564 0.380
C -7.194 -6.511 3.138
C -4.234 -3.524 1.213
C -4.061 -3.086 -0.268
C -2.653 -2.711 -0.901
N -2.655 -2.365 -2.299
C -1.308 -2.107 -2.686
C -1.072 -1.741 -4.252
C -2.482 -1.246 -4.902
C -3.429 -2.453 -5.365
C -4.936 -1.889 -5.657
C -5.841 -1.821 -4.330
C -5.598 -0.492 -3.427
C -6.941 0.297 -3.046
S -7.698 -0.286 -1.429
C -6.849 0.611 -0.036
N -7.476 1.540 0.861
N -6.580 1.993 1.784
C -5.328 1.346 1.513
O -5.493 0.503 0.388
C -0.042 -2.134 -1.779
O 1.212 -1.801 -2.357
C 2.217 -2.819 -2.114
C 3.515 -2.064 -1.454
O 3.331 -0.650 -1.701
C 4.527 -0.016 -2.212
C 5.324 0.839 -1.073
N -0.100 -2.477 -0.401
C -1.432 -2.795 0.044
H 0.052 0.304 4.503
H -1.226 1.351 3.530
H -1.752 0.288 4.927
H -0.902 -0.517 1.967
H -2.416 -1.005 2.985
H -0.924 -2.622 4.388
H 0.629 -1.966 3.661
H -3.432 -3.154 4.325
H -2.186 -4.576 4.125
H -5.332 -4.478 3.520
H -4.506 -5.451 4.908
H -5.453 -9.243 3.475
H -4.508 -9.308 1.804
H -6.364 -9.335 1.884
H -6.208 -7.345 -0.208
H -4.515 -6.594 0.010
H -6.005 -5.507 0.176
H -7.383 -7.069 4.119
H -8.046 -6.824 2.414
H -7.330 -5.367 3.264
H -5.319 -3.751 1.532
H -4.991 -3.027 -0.949
H -0.643 -2.664 -4.771
H -0.354 -0.853 -4.365
H -2.968 -0.530 -4.140
H -2.298 -0.598 -5.846
H -3.053 -3.012 -6.293
H -3.582 -3.263 -4.549
H -4.802 -0.828 -6.064
H -5.506 -2.553 -6.410
H -5.761 -2.767 -3.666
H -6.952 -1.767 -4.660
H -4.984 -0.830 -2.511
H -4.971 0.220 -4.094
H -6.627 1.397 -2.849
H -7.717 0.355 -3.893
H -4.366 1.524 2.091
H 2.568 -3.283 -3.117
H 1.870 -3.694 -1.469
H 3.465 -2.244 -0.320
H 4.497 -2.495 -1.856
H 5.230 -0.710 -2.793
H 4.168 0.782 -2.974
H 4.774 1.800 -0.784
H 6.342 1.156 -1.502
H 5.424 0.141 -0.165
C 4.473 4.143 6.464
O 5.113 2.896 6.233
C 4.359 1.795 6.737
C 3.597 1.086 5.623
O 2.579 1.924 5.074
C 2.970 2.513 3.841
H 4.964 4.898 5.848
H 3.413 4.114 6.200
H 4.580 4.422 7.517
H 3.679 2.120 7.533
H 5.074 1.091 7.174
H 3.094 0.209 6.042
H 4.278 0.739 4.838
H 2.920 1.764 3.044
H 3.978 2.933 3.889
H 2.268 3.317 3.610
C 9.021 4.971 -4.919
O 8.986 3.877 -5.825
C 9.078 2.618 -5.162
C 7.709 1.957 -5.034
O 6.854 2.697 -4.163
C 5.919 3.497 -4.874
H 8.701 5.868 -5.453
H 8.354 4.819 -4.067
H 10.044 5.120 -4.561
H 9.554 2.728 -4.181
H 9.719 1.978 -5.777
H 7.837 0.966 -4.587
H 7.242 1.825 -6.016
H 5.123 2.862 -5.277
H 6.392 4.054 -5.686
H 5.478 4.209 -4.174
C -11.800 2.301 3.433
O -11.513 1.357 2.411
C -10.199 0.810 2.529
C -10.231 -0.577 3.161
O -10.658 -0.520 4.523
C -12.020 -0.892 4.680
H -12.875 2.486 3.434
H -11.509 1.936 4.421
H -11.280 3.240 3.222
H -9.545 1.484 3.092
H -9.797 0.722 1.516
H -9.216 -0.987 3.165
H -10.866 -1.259 2.585
H -12.116 -1.979 4.593
H -12.665 -0.406 3.943
H -12.343 -0.590 5.678
C 14.070 8.354 -1.576
O 14.710 7.105 -1.796
C 13.949 6.008 -1.293
C 13.195 5.296 -2.410
O 12.184 6.133 -2.971
C 12.586 6.717 -4.204
H 14.568 9.105 -2.191
H 13.013 8.327 -1.849
H 14.169 8.638 -0.523
H 13.263 6.338 -0.505
H 14.659 5.304 -0.847
H 12.686 4.422 -1.991
H 13.882 4.944 -3.188
H 12.541 5.964 -4.997
H 13.594 7.135 -4.150
H 11.887 7.521 -4.444